The following is a quantum chemistry calculation of a cluster of 4 separate species, C24H51BrN5O11S3 in total, from the OMol25 dataset.

Molecular weight in g mol⁻¹: 761.80
LUMO level in eV: -3.692
Total energy in eV: -158214.39560
Maximum force in eV Å⁻¹: 7.13
Total charge: +1

Last columns: bonded neighbours and bond lengths (Å).
Element x y z (Å)
1 C 2.82 1.76 2.55  C2 1.644, H24 1.190, H25 1.180, H26 1.172
2 C 2.10 1.83 1.07  C1 1.644, C3 1.639, H27 1.173, H28 1.191
3 C 0.58 1.23 1.05  C2 1.639, Br4 2.030, C5 1.639, H29 1.193
4 Br -0.20 1.41 -0.82  C3 2.030
5 C 0.43 -0.33 1.54  C3 1.639, N6 1.532, C22 1.637, H30 1.191
6 N 1.06 -1.24 0.48  C5 1.532, C7 1.542, H31 1.061
7 C 0.38 -2.58 0.81  N6 1.542, N8 1.384, N12 1.513
8 N 1.00 -3.82 0.81  C7 1.384, C9 1.539, H32 1.055
9 C 0.18 -5.06 1.19  N8 1.539, O10 1.487, H33 1.184, H34 1.178
10 O 1.12 -6.21 1.12  C9 1.487, O11 1.304
11 O 0.71 -7.12 1.96  O10 1.304, H35 1.022
12 N -1.08 -2.37 1.18  C7 1.513, C13 1.513, C22 1.528
13 C -2.12 -2.62 0.11  N12 1.513, C14 1.670, H36 1.189, H37 1.177
14 C -3.61 -3.04 0.75  C13 1.670, C15 1.639, H38 1.193, H39 1.174
15 C -4.71 -1.93 0.28  C14 1.639, C16 1.643, H40 1.192, H41 1.170
16 C -6.25 -2.50 0.35  C15 1.643, N17 1.514, H42 1.174, H43 1.193
17 N -7.16 -1.76 1.32  C16 1.514, C18 1.540, C21 1.513
18 C -8.28 -2.47 2.10  N17 1.540, C19 1.655, H44 1.171
19 C -9.12 -1.39 3.04  C18 1.655, C20 1.641, H45 1.187
20 C -8.43 0.08 2.82  C19 1.641, C21 1.653, H46 1.181
21 C -7.25 -0.31 1.74  N17 1.513, C20 1.653, H47 1.183
22 C -1.04 -0.99 1.81  C5 1.637, N12 1.528, N23 1.510, H48 1.193
23 N -2.29 -0.13 1.79  C22 1.510, H49 1.043, H50 1.043
24 H 3.98 1.56 2.34  C1 1.190
25 H 2.65 2.76 3.14  C1 1.180
26 H 2.46 0.87 3.23  C1 1.172
27 H 2.76 1.27 0.28  C2 1.173
28 H 2.01 2.99 0.81  C2 1.191
29 H -0.07 1.88 1.80  C3 1.193
30 H 1.02 -0.61 2.54  C5 1.191
31 H 2.04 -1.32 0.87  N6 1.061
32 H 2.02 -3.87 0.57  N8 1.055
33 H -0.24 -4.98 2.30  C9 1.184
34 H -0.76 -5.22 0.50  C9 1.178
35 H 0.95 -6.73 2.87  O11 1.022
36 H -1.78 -3.57 -0.51  C13 1.189
37 H -2.23 -1.75 -0.68  C13 1.177
38 H -3.52 -3.09 1.94  C14 1.193
39 H -3.94 -4.09 0.35  C14 1.174
40 H -4.41 -1.55 -0.81  C15 1.192
41 H -4.65 -1.00 0.98  C15 1.170
42 H -6.27 -3.65 0.55  C16 1.174
43 H -6.72 -2.33 -0.73  C16 1.193
44 H -8.55 -3.61 2.06  C18 1.171
45 H -10.05 -1.58 3.74  C19 1.187
46 H -8.70 1.14 3.27  C20 1.181
47 H -6.49 0.50 1.31  C21 1.183
48 H -0.98 -1.27 2.97  C22 1.193
49 H -2.73 -0.02 2.72  N23 1.043
50 H -2.16 0.77 1.28  N23 1.043
51 O 4.26 -4.20 1.25  S52 1.448
52 S 5.26 -4.60 2.22  O51 1.448, O53 1.446, O54 1.630, C57 1.775
53 O 5.96 -3.65 3.05  S52 1.446
54 O 6.36 -5.55 1.47  S52 1.630, C55 1.421
55 C 7.02 -5.04 0.32  O54 1.421, C56 1.518, H58 1.095, H59 1.094
56 C 8.09 -4.02 0.69  C55 1.518, H60 1.094, H61 1.094, H62 1.095
57 C 4.57 -5.86 3.26  S52 1.775, H63 1.091, H64 1.092, H65 1.092
58 H 6.30 -4.61 -0.39  C55 1.095
59 H 7.50 -5.89 -0.18  C55 1.094
60 H 7.64 -3.12 1.11  C56 1.094
61 H 8.67 -3.73 -0.19  C56 1.094
62 H 8.77 -4.43 1.44  C56 1.095
63 H 4.07 -6.61 2.64  C57 1.091
64 H 3.84 -5.38 3.92  C57 1.092
65 H 5.37 -6.30 3.86  C57 1.092
66 O -0.07 4.47 -6.55  S67 1.448
67 S -0.87 3.32 -6.89  O66 1.448, O68 1.446, O69 1.630, C72 1.775
68 O -2.31 3.39 -7.02  S67 1.446
69 O -0.50 2.10 -5.88  S67 1.630, C70 1.421
70 C -0.60 2.32 -4.48  O69 1.421, C71 1.518, H73 1.095, H74 1.094
71 C -2.05 2.31 -4.02  C70 1.518, H75 1.094, H76 1.094, H77 1.095
72 C -0.22 2.59 -8.37  S67 1.775, H78 1.091, H79 1.092, H80 1.092
73 H -0.10 3.25 -4.19  C70 1.095
74 H -0.06 1.50 -3.98  C70 1.094
75 H -2.60 3.16 -4.42  C71 1.094
76 H -2.11 2.36 -2.93  C71 1.094
77 H -2.56 1.40 -4.36  C71 1.095
78 H 0.87 2.49 -8.27  C72 1.091
79 H -0.45 3.25 -9.20  C72 1.092
80 H -0.69 1.62 -8.52  C72 1.092
81 O 0.44 6.11 0.91  S82 1.448
82 S 1.15 6.30 -0.34  O81 1.448, O83 1.446, O84 1.630, C87 1.775
83 O 2.34 5.55 -0.67  S82 1.446
84 O 1.45 7.89 -0.55  S82 1.630, C85 1.421
85 C 2.15 8.58 0.47  O84 1.421, C86 1.518, H88 1.095, H89 1.094
86 C 3.63 8.26 0.45  C85 1.518, H90 1.094, H91 1.094, H92 1.095
87 C -0.01 6.11 -1.67  S82 1.775, H93 1.091, H94 1.092, H95 1.092
88 H 1.71 8.37 1.46  C85 1.095
89 H 2.01 9.65 0.28  C85 1.094
90 H 3.81 7.22 0.72  C86 1.094
91 H 4.18 8.89 1.16  C86 1.094
92 H 4.04 8.41 -0.55  C86 1.095
93 H -0.90 6.71 -1.46  C87 1.091
94 H -0.27 5.06 -1.75  C87 1.092
95 H 0.46 6.44 -2.60  C87 1.092